This record from the Open Molecules 2025 dataset describes a 3-piece molecular cluster, C4H5F2INO overall. The level of theory is the ωB97M-V functional and the def2-TZVPD basis.

Values from the calculation:
Largest force on an atom = 4.17 eV/Å
E = -782.35411 Eh
Energy above the lowest of the compared OMol25 structures with the same formula, charge and spin = 3.823 eV
Gap between HOMO and LUMO (alpha / beta) = 0.1306 / 0.1305 hartree
HOMO energy (alpha / beta) = -10.029 / -10.025 eV

The geometry in ORCA input format:
```
! RIJCOSX wB97M-V def2-TZVPD def2/J DEFGRID3
* xyz 1 1
C -4.41917 0.26218 1.25388
C 4.31960 1.79490 -1.47561
C -3.84414 -0.84839 1.52014
C -2.98630 -2.90929 0.71387
N 5.22271 2.72880 -1.39359
O -5.03612 1.18917 0.94674
F -1.91677 -2.60129 0.05333
F -2.63054 -3.23038 1.91485
I -4.60872 -3.84078 -0.08329
H 3.37639 1.83362 -1.06614
H 4.74859 0.84569 -1.74956
H -3.48400 -1.35076 2.43852
H 5.20269 3.68948 -1.09380
H 6.05578 2.43705 -1.97933
*
```